[1]
{
  "formula": "C37H50Cl2NPSTl",
  "method": "ωB97M-V/def2-TZVPD",
  "homo_lumo_gap_ev": 3.321,
  "e_lumo_ev": 1.5,
  "charge": -1,
  "homo_energy_ev": -1.80,
  "e_tot_ev": -90531.592,
  "elements": ["P", "C", "C", "C", "C", "C", "C", "C", "C", "C", "C", "C", "C", "C", "C", "C", "C", "C", "C", "H", "H", "H", "H", "H", "H", "H", "H", "H", "H", "H", "H", "H", "H", "H", "H", "H", "H", "H", "H", "H", "H", "H", "H", "H", "H", "H", "H", "H", "H", "H", "H", "H", "Tl", "Cl", "Cl", "C", "H", "C", "C", "C", "C", "C", "C", "H", "H", "H", "H", "H", "N", "S", "C", "C", "C", "C", "C", "C", "C", "C", "C", "C", "C", "C", "H", "H", "H", "H", "H", "H", "H", "H", "H", "H", "H"],
  "positions_angstrom": [[-0.312, 1.192, -2.690], [-1.970, 0.516, -3.018], [-2.626, 1.139, -4.257], [-4.059, 0.607, -4.408], [-4.128, -0.924, -4.416], [-3.431, -1.537, -3.199], [-1.996, -1.026, -3.045], [1.161, 0.428, -3.431], [1.211, 0.585, -4.951], [2.559, 0.049, -5.462], [2.848, -1.383, -4.999], [2.671, -1.584, -3.489], [1.336, -1.040, -2.979], [-0.198, 2.978, -2.466], [-1.353, 3.485, -1.571], [-1.239, 4.987, -1.280], [0.140, 5.384, -0.745], [1.292, 4.863, -1.611], [1.195, 3.362, -1.914], [-2.535, 0.829, -2.111], [-2.028, 0.895, -5.146], [-2.637, 2.237, -4.166], [-4.507, 1.007, -5.322], [-4.654, 0.973, -3.559], [-5.174, -1.245, -4.440], [-3.653, -1.304, -5.329], [-3.986, -1.275, -2.289], [-3.414, -2.631, -3.283], [-1.551, -1.422, -2.122], [-1.402, -1.384, -3.901], [2.012, 0.992, -2.999], [3.356, 0.703, -5.085], [1.095, 1.645, -5.222], [0.375, 0.038, -5.412], [2.585, 0.098, -6.556], [3.870, -1.658, -5.282], [2.177, -2.071, -5.529], [2.739, -2.651, -3.238], [3.471, -1.064, -2.946], [1.294, -1.102, -1.881], [0.520, -1.654, -3.387], [-0.316, 3.372, -3.498], [-2.321, 3.289, -2.056], [-1.341, 2.912, -0.628], [-1.445, 5.533, -2.210], [-2.014, 5.270, -0.560], [0.251, 4.999, 0.278], [0.203, 6.476, -0.683], [2.249, 5.067, -1.122], [1.296, 5.398, -2.568], [1.970, 3.109, -2.651], [1.402, 2.772, -1.007], [0.347, -0.835, 1.835], [2.335, 0.001, 0.575], [-1.486, 0.687, 0.967], [-0.281, -2.460, 0.593], [-1.335, -2.398, 0.294], [0.448, -3.653, 0.379], [1.886, -3.637, 0.418], [2.593, -4.824, 0.480], [1.917, -6.056, 0.469], [0.517, -6.094, 0.316], [-0.214, -4.925, 0.240], [2.387, -2.664, 0.445], [3.686, -4.805, 0.556], [0.005, -7.062, 0.272], [-1.299, -4.942, 0.136], [2.476, -6.984, 0.581], [0.599, -0.291, 3.869], [-0.572, -0.219, 5.014], [-0.050, -1.487, 6.177], [-0.838, -2.652, 6.233], [-0.305, -3.815, 6.799], [0.998, -3.801, 7.322], [1.727, -2.608, 7.366], [1.194, -1.434, 6.809], [-0.325, 1.409, 5.718], [0.749, 2.191, 5.307], [0.875, 3.505, 5.783], [-0.109, 4.037, 6.619], [-1.221, 3.268, 6.983], [-1.334, 1.951, 6.539], [1.522, -0.451, 4.293], [-1.835, -2.629, 5.797], [-0.905, -4.727, 6.817], [1.432, -4.726, 7.715], [2.718, -2.583, 7.826], [1.743, -0.494, 6.851], [1.461, 1.777, 4.595], [1.734, 4.105, 5.483], [-0.022, 5.063, 6.981], [-2.008, 3.695, 7.604], [-2.195, 1.333, 6.789]],
  "forces_ev_per_a": [[0.7, -1.8, 3.5], [-0.1, 0.6, -0.4], [-0.6, -0.4, 0.1], [0.0, 0.1, 0.0], [0.1, 0.1, 0.0], [0.2, 0.1, 0.0], [0.0, 0.2, -0.1], [-0.3, 0.2, -0.6], [0.8, -0.3, -0.1], [-0.1, 0.0, -0.2], [-0.1, -0.1, 0.1], [-0.1, 0.1, 0.1], [0.0, 0.2, -0.1], [-0.3, 0.7, -1.3], [0.3, -0.1, 0.1], [0.1, -0.2, -0.2], [0.0, -0.1, 0.1], [-0.2, -0.2, -0.2], [-0.3, 0.0, 0.1], [0.2, -0.1, -0.4], [-0.1, 0.0, 0.1], [0.0, -0.3, 0.0], [-0.1, 0.0, 0.0], [0.0, 0.0, -0.1], [0.0, 0.0, -0.1], [0.0, 0.0, 0.0], [0.0, -0.1, -0.1], [-0.1, 0.2, 0.1], [0.0, 0.1, -0.2], [-0.1, 0.1, 0.2], [-0.4, -0.1, -0.1], [-0.1, 0.0, 0.0], [0.0, -0.2, 0.0], [0.1, 0.0, 0.1], [0.1, 0.0, 0.0], [-0.1, 0.0, -0.1], [0.0, 0.0, 0.0], [0.1, 0.2, 0.0], [0.0, -0.1, -0.1], [-0.1, 0.0, -0.3], [0.2, 0.1, 0.1], [0.1, 0.8, 0.5], [0.2, 0.0, 0.1], [0.0, 0.1, -0.3], [0.1, 0.1, 0.1], [0.0, 0.0, -0.1], [0.0, 0.0, -0.1], [0.0, 0.0, 0.1], [0.0, 0.1, 0.0], [0.0, 0.1, 0.1], [-0.2, 0.0, 0.2], [-0.1, 0.1, -0.2], [-1.0, -1.7, -3.0], [0.8, 0.7, 0.3], [-0.4, 0.6, 0.5], [-0.4, -0.2, -0.3], [0.3, 0.0, 0.6], [-0.1, 0.5, 0.9], [-0.2, -0.4, 0.1], [-0.3, -0.1, 0.1], [0.1, -0.3, 0.0], [0.3, 0.2, -0.1], [0.6, 0.2, -0.3], [-0.1, -0.4, -0.1], [-0.3, 0.0, 0.0], [0.2, 0.3, 0.0], [0.2, 0.0, 0.1], [-0.1, 0.1, -0.1], [-0.1, 0.2, 2.3], [1.2, -0.1, -1.3], [0.0, -0.3, 0.6], [0.4, 0.3, -0.1], [0.2, 0.3, 0.1], [-0.3, 0.1, 0.0], [-0.3, 0.3, -0.1], [0.0, -0.5, 0.0], [-0.4, 0.7, 0.8], [0.1, 0.1, 0.2], [-0.3, -0.3, 0.1], [0.1, -0.2, -0.1], [0.1, -0.3, -0.1], [0.5, -0.1, -0.3], [-0.5, 0.1, -0.2], [0.2, -0.2, 0.0], [0.3, 0.3, 0.0], [-0.2, 0.4, -0.1], [-0.4, 0.0, -0.2], [0.0, -0.2, -0.1], [-0.1, 0.2, 0.2], [-0.3, -0.1, 0.0], [0.0, -0.3, -0.1], [0.2, -0.1, -0.2], [0.1, 0.2, 0.0]]
}

[2]
{
  "formula": "C37H51BrN2P2SV",
  "method": "ωB97M-V/def2-TZVPD",
  "homo_lumo_gap_ev": [3.582, 3.582],
  "e_lumo_ev": [-13.3, -13.3],
  "charge": 4,
  "de_lowest_ev": 0.000,
  "homo_energy_ev": [-16.92, -16.92],
  "multiplicity": 2,
  "e_tot_ev": -167276.523,
  "elements": ["N", "C", "C", "C", "C", "C", "C", "V", "P", "C", "C", "C", "C", "C", "C", "C", "Br", "H", "H", "H", "H", "H", "H", "H", "H", "H", "H", "P", "C", "C", "H", "H", "H", "H", "H", "C", "C", "H", "H", "H", "H", "H", "C", "C", "H", "H", "H", "H", "H", "C", "C", "H", "H", "H", "H", "H", "C", "C", "H", "H", "H", "H", "H", "C", "C", "H", "H", "H", "H", "H", "N", "S", "C", "C", "C", "C", "C", "C", "C", "C", "C", "C", "C", "C", "H", "H", "H", "H", "H", "H", "H", "H", "H", "H", "H"],
  "positions_angstrom": [[10.975, 1.716, -1.379], [10.661, 0.641, -0.654], [9.334, 0.308, -0.332], [8.280, 1.116, -0.818], [8.643, 2.243, -1.591], [10.002, 2.504, -1.832], [6.885, 0.794, -0.579], [0.383, 0.173, 0.162], [-3.819, -1.428, -4.297], [5.863, 1.331, -1.291], [4.504, 0.933, -1.068], [3.563, 1.069, -2.117], [2.330, 0.431, -2.015], [2.069, -0.262, -0.840], [2.894, -0.271, 0.301], [4.146, 0.324, 0.156], [-0.412, -1.284, -1.584], [6.706, 0.027, 0.171], [6.075, 2.003, -2.128], [9.128, -0.579, 0.268], [7.887, 2.913, -1.998], [11.486, 0.016, -0.308], [10.279, 3.384, -2.414], [3.832, 1.618, -3.022], [4.858, 0.316, 0.986], [1.625, 0.434, -2.857], [2.657, -0.830, 1.209], [-0.369, 2.339, -0.132], [-2.573, -2.740, -4.046], [-2.587, -3.751, -5.196], [-2.817, -3.219, -3.086], [-1.601, -2.239, -3.955], [-2.036, -4.649, -4.903], [-3.610, -4.046, -5.449], [-2.121, -3.338, -6.097], [-2.897, -0.068, -5.102], [-3.826, 0.767, -5.987], [-2.108, -0.543, -5.704], [-2.439, 0.525, -4.300], [-3.238, 1.412, -6.644], [-4.458, 0.131, -6.614], [-4.484, 1.405, -5.393], [-4.255, -0.819, -2.635], [-5.521, -1.500, -2.111], [-4.404, 0.267, -2.745], [-3.383, -1.007, -1.992], [-5.896, -0.955, -1.243], [-6.308, -1.508, -2.869], [-5.330, -2.537, -1.822], [-1.830, 2.840, 0.848], [-1.749, 4.216, 1.507], [-1.969, 2.046, 1.601], [-2.683, 2.793, 0.153], [-1.098, 4.207, 2.390], [-1.399, 5.000, 0.822], [-2.748, 4.507, 1.850], [-0.854, 2.659, -1.877], [0.142, 3.487, -2.688], [-1.840, 3.149, -1.847], [-0.998, 1.661, -2.326], [0.229, 4.509, -2.298], [1.141, 3.033, -2.702], [-0.198, 3.558, -3.728], [1.057, 3.416, 0.311], [1.629, 3.194, 1.712], [0.733, 4.457, 0.183], [1.832, 3.236, -0.448], [2.726, 3.179, 1.664], [1.333, 4.001, 2.400], [1.323, 2.236, 2.160], [0.312, -0.538, 1.873], [-0.842, -0.234, 3.118], [-1.802, -1.755, 3.172], [-3.122, -1.672, 3.654], [-3.895, -2.836, 3.764], [-3.355, -4.070, 3.388], [-2.046, -4.144, 2.904], [-1.273, -2.984, 2.785], [0.117, -0.419, 4.640], [1.033, -1.455, 4.818], [1.729, -1.563, 6.028], [1.490, -0.651, 7.058], [0.562, 0.380, 6.886], [-0.121, 0.508, 5.671], [0.848, -1.343, 2.182], [-3.521, -0.700, 3.950], [-4.916, -2.771, 4.147], [-3.957, -4.977, 3.468], [-1.615, -5.101, 2.618], [-0.255, -3.053, 2.401], [1.198, -2.190, 4.026], [2.448, -2.366, 6.153], [2.027, -0.745, 8.001], [0.359, 1.091, 7.687], [-0.850, 1.308, 5.502]],
  "forces_ev_per_a": [[0.0, -0.1, 0.1], [-0.7, 0.0, 0.1], [0.1, 0.1, 0.0], [0.5, 0.2, -0.3], [0.5, -0.1, -0.1], [-1.0, -0.1, 0.2], [1.4, 0.1, 0.0], [2.6, -4.1, -1.6], [2.2, 0.7, 1.2], [-0.9, 0.3, -0.2], [1.4, 0.2, -0.2], [-1.1, -0.5, 0.0], [0.8, 0.4, -1.4], [-2.8, 2.0, 2.3], [1.3, 0.0, 0.1], [-1.0, -0.5, 0.5], [-0.3, 0.8, 1.1], [0.0, 0.0, -0.1], [-0.1, -0.3, 0.3], [0.1, 0.2, -0.1], [0.3, -0.1, 0.1], [-0.2, 0.2, -0.1], [0.1, -0.3, 0.2], [-0.1, -0.2, 0.2], [-0.4, -0.1, -0.3], [0.3, 0.0, 0.5], [0.2, 0.2, -0.3], [0.0, 2.6, -0.5], [-0.8, -0.6, -0.1], [0.2, -0.3, -0.2], [0.1, 0.0, -0.3], [-0.2, 0.1, -0.1], [-0.1, 0.1, -0.1], [0.2, -0.1, 0.1], [-0.1, -0.1, 0.1], [-0.5, -0.4, -0.8], [-0.1, 0.4, -0.2], [-0.2, 0.1, 0.2], [-0.1, -0.2, 0.0], [-0.1, -0.1, 0.1], [0.2, 0.1, 0.0], [0.0, -0.1, 0.0], [-0.8, 0.2, -0.4], [-0.2, 0.0, 0.3], [0.0, -0.3, 0.1], [-0.1, 0.0, -0.2], [0.0, -0.2, -0.1], [0.0, 0.1, 0.2], [0.0, 0.1, 0.0], [-0.3, -0.8, 0.4], [0.1, 0.3, 0.2], [-0.3, 0.4, -0.1], [0.2, -0.1, 0.2], [-0.1, 0.0, -0.3], [-0.1, -0.2, 0.1], [0.2, -0.1, -0.1], [-0.1, -0.4, -0.4], [0.2, 0.2, -0.2], [0.3, -0.2, 0.1], [-0.1, 0.4, 0.0], [0.0, -0.3, -0.1], [-0.2, 0.1, 0.0], [0.0, 0.0, 0.3], [0.1, 0.0, -0.4], [0.2, 0.0, 0.4], [0.0, -0.2, -0.1], [-0.3, 0.0, 0.1], [-0.3, 0.1, 0.1], [0.1, -0.4, -0.2], [0.0, 0.1, 0.0], [-1.0, 0.5, 0.4], [0.3, -1.2, 0.7], [-0.9, -0.4, -0.3], [0.3, 0.2, -0.1], [0.3, 0.2, 0.0], [0.1, 0.2, 0.0], [0.1, 0.4, 0.0], [0.2, -0.2, 0.0], [0.3, 0.6, 0.5], [0.2, -0.2, -0.1], [-0.3, 0.1, -0.5], [-0.2, 0.2, -0.1], [-0.2, -0.1, -0.4], [-0.2, 0.1, -0.5], [0.4, -0.1, -0.2], [-0.1, -0.3, 0.0], [0.4, 0.0, -0.1], [0.2, 0.3, 0.0], [-0.1, 0.2, 0.1], [-0.3, -0.2, 0.0], [0.1, 0.1, 0.4], [-0.1, 0.1, 0.0], [-0.1, 0.0, -0.2], [0.1, -0.2, -0.2], [0.3, -0.2, 0.3]]
}

[3]
{
  "formula": "C37H51NO6PPdS",
  "method": "ωB97M-V/def2-TZVPD",
  "homo_lumo_gap_ev": [6.379, 4.596],
  "e_lumo_ev": [2.2, 0.4],
  "charge": -1,
  "homo_energy_ev": [-4.22, -4.21],
  "multiplicity": 3,
  "e_tot_ev": -76577.286,
  "elements": ["Pd", "O", "C", "C", "O", "C", "C", "O", "C", "O", "O", "C", "C", "C", "C", "C", "C", "P", "C", "C", "C", "C", "C", "C", "C", "C", "C", "C", "C", "C", "H", "H", "H", "H", "H", "H", "H", "H", "H", "H", "H", "H", "H", "H", "H", "H", "H", "H", "H", "H", "H", "H", "H", "H", "H", "H", "H", "H", "H", "H", "H", "H", "H", "C", "C", "C", "C", "C", "C", "N", "H", "H", "H", "H", "H", "H", "H", "H", "C", "C", "C", "C", "C", "C", "C", "S", "C", "O", "H", "H", "H", "H", "H", "H", "H", "H", "H", "H"],
  "positions_angstrom": [[0.105, 0.146, -0.357], [0.586, 5.046, 3.888], [0.477, 4.163, 3.070], [-0.153, 4.299, 1.678], [-0.683, 5.292, 1.229], [0.015, 2.963, 0.998], [0.645, 2.021, 1.945], [0.865, 0.830, 1.682], [0.934, 2.713, 3.235], [1.408, 2.226, 4.241], [-0.290, 2.666, -0.154], [-2.343, -2.363, -2.659], [-1.725, -3.725, -2.333], [-2.189, -4.209, -0.957], [-2.459, -3.070, 0.032], [-3.690, -2.298, -0.509], [-3.737, -2.257, -2.051], [-1.083, -1.883, 0.542], [0.232, -3.040, 1.189], [0.878, -3.829, 0.028], [2.271, -4.336, 0.397], [3.256, -3.171, 0.566], [2.522, -1.918, 1.055], [1.349, -2.283, 1.956], [-2.006, -1.212, 2.059], [-1.312, -1.256, 3.426], [-2.268, -0.809, 4.533], [-2.770, 0.608, 4.279], [-3.429, 0.711, 2.909], [-2.497, 0.223, 1.803], [-2.363, -2.191, -3.735], [-1.710, -1.574, -2.254], [-0.636, -3.649, -2.372], [-2.017, -4.466, -3.083], [-1.517, -4.959, -0.542], [-3.152, -4.720, -1.073], [-2.718, -3.529, 0.991], [-3.718, -1.284, -0.118], [-4.591, -2.792, -0.133], [-4.226, -1.337, -2.377], [-4.355, -3.083, -2.420], [-0.260, -3.745, 1.870], [0.953, -3.186, -0.855], [0.261, -4.678, -0.254], [2.624, -5.036, -0.365], [2.198, -4.906, 1.329], [3.750, -2.960, -0.387], [4.043, -3.449, 1.272], [2.130, -1.362, 0.193], [3.195, -1.233, 1.574], [0.981, -1.377, 2.417], [1.708, -2.922, 2.771], [-2.894, -1.850, 2.151], [-0.451, -0.585, 3.432], [-0.947, -2.262, 3.641], [-1.759, -0.863, 5.498], [-3.121, -1.496, 4.579], [-1.916, 1.294, 4.323], [-3.463, 0.919, 5.065], [-3.731, 1.742, 2.707], [-4.344, 0.105, 2.901], [-1.626, 0.884, 1.735], [-2.996, 0.306, 0.836], [1.759, -1.332, -3.004], [0.541, -0.550, -3.388], [0.005, -0.342, -4.642], [-1.169, 0.434, -4.448], [-1.276, 0.649, -3.090], [-2.355, 1.374, -2.354], [-0.228, 0.067, -2.441], [2.562, -1.201, -3.733], [1.566, -2.407, -2.926], [2.129, -1.004, -2.029], [0.406, -0.707, -5.576], [-1.859, 0.785, -5.202], [-3.086, 1.761, -3.065], [-1.967, 2.212, -1.768], [-2.886, 0.714, -1.657], [1.813, 7.011, -0.692], [2.295, 5.589, -0.704], [3.114, 5.102, 0.305], [3.493, 3.763, 0.337], [3.046, 2.918, -0.660], [2.228, 3.378, -1.685], [1.870, 4.712, -1.705], [3.389, 1.175, -0.493], [4.473, 0.997, -1.908], [4.254, 1.016, 0.713], [2.308, 7.587, 0.088], [0.740, 7.041, -0.501], [1.998, 7.500, -1.651], [3.434, 5.766, 1.099], [4.101, 3.358, 1.135], [1.815, 2.689, -2.414], [1.199, 5.070, -2.476], [5.353, 1.606, -1.708], [3.959, 1.319, -2.811], [4.733, -0.056, -1.982]],
  "forces_ev_per_a": [[-0.4, -0.4, -0.3], [0.0, -0.3, -0.3], [0.0, 0.1, 0.1], [0.0, 0.1, -0.1], [0.2, -0.4, 0.2], [0.0, 0.1, -0.1], [0.1, 0.0, 0.0], [-0.1, 0.2, 0.1], [0.0, 0.0, 0.1], [-0.1, 0.1, -0.3], [0.0, 0.2, 0.3], [0.0, 0.0, 0.1], [0.0, 0.0, 0.0], [0.0, 0.0, 0.0], [0.1, 0.1, -0.2], [0.0, 0.0, 0.0], [0.0, 0.0, 0.0], [0.4, 0.3, 0.3], [0.0, 0.0, 0.1], [0.0, -0.1, 0.0], [0.0, 0.0, 0.0], [0.0, 0.0, 0.0], [0.0, 0.0, 0.0], [0.0, -0.1, 0.0], [-0.1, 0.0, -0.1], [0.0, -0.1, 0.0], [0.0, 0.0, 0.0], [0.0, 0.0, 0.0], [0.0, 0.0, 0.0], [0.1, 0.1, -0.1], [0.0, 0.0, 0.0], [-0.1, -0.1, 0.0], [0.0, 0.0, 0.0], [0.0, 0.0, 0.0], [0.0, 0.0, 0.0], [0.0, 0.0, 0.0], [-0.1, 0.0, 0.0], [0.0, 0.1, 0.0], [0.0, 0.0, 0.0], [0.0, 0.0, 0.0], [0.0, 0.0, 0.0], [0.1, 0.0, 0.0], [0.0, 0.0, 0.0], [0.0, 0.1, 0.0], [0.0, 0.0, 0.0], [0.0, 0.0, 0.0], [0.0, 0.0, 0.0], [0.0, 0.0, 0.0], [0.0, 0.0, 0.1], [0.0, 0.0, -0.1], [0.0, 0.1, 0.0], [0.0, 0.0, 0.0], [0.0, 0.0, 0.0], [0.0, 0.0, 0.0], [0.1, 0.0, 0.0], [0.0, 0.0, 0.0], [0.0, 0.0, 0.0], [0.0, 0.0, 0.0], [0.0, 0.0, 0.0], [0.0, 0.0, 0.0], [0.0, 0.0, 0.0], [-0.1, -0.1, 0.0], [0.0, 0.0, 0.0], [0.0, 0.0, 0.0], [0.2, 0.0, 0.2], [-0.1, 0.1, 0.0], [0.1, -0.1, -0.1], [0.0, 0.3, 0.1], [0.0, 0.1, 0.1], [0.1, 0.0, 0.0], [0.0, 0.0, 0.0], [0.0, 0.0, 0.0], [0.0, 0.0, 0.0], [0.0, 0.0, 0.0], [0.0, 0.0, 0.0], [0.0, 0.0, 0.0], [0.0, -0.1, 0.0], [0.0, 0.0, 0.0], [0.0, 0.0, 0.0], [0.0, 0.0, 0.0], [0.0, -0.1, 0.0], [-0.1, 0.1, 0.0], [0.0, 0.0, 0.0], [-0.1, 0.0, 0.1], [0.0, 0.0, 0.0], [-0.1, -0.2, 0.4], [0.1, 0.1, 0.0], [0.0, 0.0, -0.2], [0.0, 0.0, 0.0], [0.0, 0.0, 0.0], [0.0, 0.0, 0.0], [0.0, 0.0, 0.0], [0.0, 0.0, 0.0], [0.0, 0.0, 0.0], [0.0, 0.0, 0.0], [0.0, 0.0, -0.1], [0.0, 0.0, 0.0], [0.0, 0.0, 0.0]]
}

Which formula does entry 2 have? C37H51BrN2P2SV

Look up the charge of the second one. +4

Among the records above, which one has the highest charge? C37H51BrN2P2SV